Record 1
DFT (ωB97M-V/def2-TZVPD) results for a cluster of 10 separate species, C36H62O23 in total.

Structure (XYZ):
```
121
Properties=species:S:1:pos:R:3:forces:R:3
C 6.605421 3.676544 -0.748717 -0.88 0.53 0.02
O 5.282961 4.256754 -0.482737 -1.22 -0.62 -0.67
C 4.215481 4.098354 -1.362567 -1.46 0.26 1.97
O 3.027491 4.198904 -0.973267 4.16 -0.29 -1.66
O 4.647841 3.845134 -2.613027 1.61 1.13 2.92
C 3.731621 3.635464 -3.588517 -2.38 -1.33 -1.62
H 7.137601 3.570204 0.196573 -0.47 0.19 0.20
H 7.157421 4.410884 -1.335337 0.04 -0.52 -0.42
H 6.486461 2.673574 -1.158597 0.22 0.28 -0.44
H 4.293351 3.190104 -4.409617 -0.36 0.18 -0.15
H 3.105381 4.474554 -3.891637 0.67 0.61 -0.03
H 2.965991 2.948794 -3.227407 0.09 -0.49 -0.11
C 1.918351 3.847114 4.829723 -0.39 -2.07 0.17
O 2.712871 3.342654 5.901463 1.93 0.89 0.51
C 2.226931 3.075804 7.106423 -0.35 -0.67 -0.32
O 1.060961 2.978174 7.350333 -0.59 0.16 0.57
O 3.251841 2.838994 7.938243 0.55 0.26 -0.62
C 3.064041 2.186684 9.171233 -0.88 -0.34 1.32
H 1.481111 4.831504 4.996723 0.26 -0.13 -0.01
H 1.183671 3.051264 4.707353 -0.80 0.57 -0.24
H 2.566751 3.714254 3.963683 0.01 0.82 0.06
H 3.119241 1.099334 9.119013 0.20 -0.01 -0.56
H 2.103301 2.388424 9.644913 -0.22 0.30 -0.39
H 3.803241 2.512784 9.902903 0.27 0.21 -0.50
C 8.178731 1.661344 -5.019717 1.32 -0.70 1.51
O 6.987821 0.903844 -4.908737 -1.68 -0.69 -0.44
C 6.833821 -0.099626 -4.020737 2.42 -1.54 1.46
O 7.677821 -0.451806 -3.170567 -2.23 1.18 -2.11
O 5.678991 -0.750786 -4.262787 -0.44 1.92 -0.57
C 5.409001 -2.015066 -3.677477 1.64 -0.73 0.45
H 9.042211 0.996234 -5.009147 0.01 -0.21 -0.01
H 8.273811 2.249174 -4.106747 0.05 0.45 -0.27
H 8.274121 2.246464 -5.934397 -0.94 -0.09 0.13
H 4.410551 -2.414926 -3.854407 -0.03 0.85 -0.39
H 5.603071 -2.020786 -2.604907 0.01 0.16 -0.02
H 6.144471 -2.659056 -4.159617 -0.18 -0.56 0.30
C -7.035339 1.199994 -0.178827 -0.86 -0.28 1.45
O -6.570019 2.003074 -1.234877 -0.09 1.01 0.03
C -7.001749 3.270804 -1.229187 0.61 2.35 1.19
O -7.558939 3.878654 -0.294037 1.16 -1.98 -2.76
O -6.521779 3.841824 -2.385897 -1.08 -0.48 1.04
C -6.588369 5.281964 -2.445027 0.61 -0.15 0.49
H -6.405359 0.313204 -0.109337 -0.66 -0.27 -0.74
H -8.120849 1.141964 -0.258907 0.02 -1.15 -0.52
H -7.011329 1.571874 0.845493 0.83 1.13 -0.11
H -5.710929 5.645274 -1.910047 -0.10 0.19 0.21
H -7.488729 5.665834 -1.965327 0.03 -0.07 -0.29
H -6.446769 5.597404 -3.478727 -0.45 -0.33 0.02
C -0.548949 0.446174 -6.897307 0.15 -0.82 -1.23
C -1.849599 1.273524 -7.079877 0.86 -0.57 1.55
C -1.261139 2.674844 -6.963637 -0.24 -1.69 -0.59
O -0.061839 2.574414 -7.747777 -0.13 1.17 0.10
C 0.403911 1.227434 -7.793677 0.05 0.18 -0.23
H -0.580749 -0.595396 -7.217007 -0.39 -0.04 -0.31
H -0.137059 0.343544 -5.893357 -0.46 0.70 0.31
H -2.558209 1.063834 -6.278627 -0.18 0.02 -0.11
H -2.339379 1.180084 -8.049147 0.24 -0.39 -0.01
H -1.009639 2.868844 -5.920947 -0.17 0.52 0.00
H -2.052709 3.285024 -7.398607 0.80 1.00 0.05
H 1.462921 1.159864 -7.544637 0.02 0.25 0.65
H 0.412991 0.930164 -8.842317 -0.54 -0.32 -0.15
O -4.677829 -4.399546 -2.309027 2.49 -0.95 -0.69
C -3.632949 -4.925836 -2.688667 -2.29 1.00 -0.45
O -2.992329 -5.853356 -1.988377 -1.46 -0.60 2.34
C -1.855049 -6.393926 -2.564417 0.93 -0.39 -0.32
C -1.685529 -5.598406 -3.814147 2.93 -0.75 -1.28
C -2.926399 -4.821326 -4.041017 -0.26 0.62 0.21
H -1.901709 -7.434986 -2.883987 -0.88 -0.29 0.73
H -1.035449 -6.325456 -1.849107 0.00 0.17 -0.05
H -1.420219 -6.310826 -4.595277 -0.40 0.15 -0.41
H -0.748259 -5.047656 -3.734677 -0.34 0.78 0.01
H -3.571269 -5.305356 -4.774467 -0.10 0.28 -0.07
H -2.671679 -3.802826 -4.334057 -0.60 0.01 0.01
O -1.612679 -8.296356 5.579513 -0.91 1.46 -2.89
C -1.801439 -7.577006 4.603043 0.45 0.50 1.99
O -3.029289 -7.398096 3.953143 0.93 -1.51 2.44
C -2.894979 -6.492926 2.937083 0.06 1.63 -2.63
C -1.696749 -5.582876 3.201203 -0.11 -1.07 0.35
C -0.783819 -6.550316 3.974263 -0.81 -0.46 0.10
H -3.738269 -5.822766 2.770223 -0.59 -0.48 0.61
H -2.805689 -7.031656 1.993743 0.28 -0.15 -0.19
H -2.083019 -4.785676 3.836313 0.49 0.18 0.06
H -1.320439 -5.187046 2.257903 0.19 0.04 0.24
H -0.155339 -6.069876 4.724133 -0.15 -0.32 0.07
H -0.157589 -7.164286 3.326973 0.17 0.20 -0.19
O -2.275629 0.183274 5.333503 -1.60 0.36 0.83
C -3.353759 0.684464 5.567393 1.00 -1.09 -1.83
O -4.547219 -0.040596 5.408183 2.18 -0.87 -0.18
C -5.656029 0.767404 5.634703 -0.36 1.22 0.43
C -5.104199 2.156754 5.274193 -1.82 1.73 0.75
C -3.669429 2.151864 5.722483 -0.19 -0.31 -0.01
H -5.934799 0.595044 6.674263 0.00 0.73 0.37
H -6.567109 0.487734 5.105733 0.49 -0.26 -0.68
H -5.636629 2.975794 5.757723 -0.25 -0.16 0.50
H -5.255549 2.484994 4.245863 0.33 -0.88 -0.41
H -3.567669 2.484794 6.755403 0.06 -0.15 0.06
H -3.031439 2.778124 5.098893 0.18 -0.33 0.12
O 0.251401 -1.486156 -1.251317 -1.00 1.50 -0.40
C -0.607649 -0.668486 -0.998977 -0.30 -0.51 1.18
O -0.825709 0.531464 -1.575717 2.14 -0.86 -2.45
C -1.834989 1.294504 -1.012197 -1.06 0.89 1.06
C -2.016679 0.701844 0.361293 -0.05 0.86 0.95
C -1.638579 -0.729416 0.109673 0.25 -0.49 1.02
H -2.798369 1.221254 -1.516807 0.22 -0.01 -0.72
H -1.474699 2.323094 -0.994827 -0.25 0.00 -0.11
H -2.991879 0.854174 0.823783 -0.22 -0.18 -0.43
H -1.352169 1.204584 1.063993 0.42 -0.26 0.01
H -2.514719 -1.282076 -0.229507 0.13 -0.38 0.11
H -1.179849 -1.141176 1.008613 -0.29 -0.57 -0.22
O 3.814081 -3.470306 3.835303 0.47 2.84 -0.76
C 4.009231 -2.340286 3.376233 -1.19 -2.41 0.72
O 5.147561 -2.016076 2.773513 1.01 -0.35 -0.34
C 5.101371 -0.761816 2.116883 0.75 1.16 -0.11
C 3.714161 -0.228386 2.225803 -2.26 -0.14 -0.03
C 3.024621 -1.188366 3.232053 0.14 0.09 -0.21
H 5.381711 -0.836046 1.066173 0.28 -0.48 0.16
H 5.777221 -0.055366 2.598803 0.38 -0.33 0.10
H 3.194481 -0.273106 1.268703 0.02 -0.30 -0.10
H 3.604031 0.824744 2.484433 0.45 -0.10 0.40
H 2.109221 -1.642926 2.853213 -0.09 0.26 0.10
H 2.819511 -0.702386 4.185913 0.01 -0.24 0.06
```
Positions in Å, forces in eV/Å.

## Properties
**Largest force on an atom**: 0.0872 Eh/bohr
**Structure (SMILES)**: COC(=O)OC.COC(=O)OC.COC(=O)OC.COC(=O)OC.O=C1CCCO1.O=C1CCCO1.O=C1CCCO1.O=C1CCCO1.O=C1CCCO1.C1CCOC1
**Orbital gap**: 9.677 eV
**Total charge**: 0
**Lowest unoccupied orbital energy**: 0.044 eV
**E_tot**: -85425.9488 eV



Record 2
DFT (ωB97M-V/def2-TZVPD) results for the ion C5H14N2 with charge +1.

Structure (XYZ):
```
21
Properties=species:S:1:pos:R:3:forces:R:3
C -0.131042 -1.720180 1.993806 0.75 0.31 -0.27
C -0.058781 -1.208516 0.586751 -0.66 0.94 -1.38
C 0.152001 0.373227 0.612531 -0.89 -0.55 -1.11
C 0.305853 1.120763 -0.683004 1.06 0.18 2.06
C -0.070331 0.793187 -1.971381 0.28 -0.14 0.04
N 1.367769 2.198582 -0.576822 -0.53 -0.22 -0.77
N -1.443783 -1.435098 -0.105854 -0.05 -0.57 0.47
H -0.234872 -2.785706 2.125544 -0.18 -0.37 -0.20
H 0.856304 -1.446827 2.382828 -0.40 -0.05 0.56
H -0.944933 -1.191414 2.496292 0.29 -0.03 0.33
H 0.623211 -1.671219 -0.137080 0.13 -0.11 0.58
H -0.818106 0.719427 1.040210 0.59 -0.03 0.81
H 1.044805 0.581837 1.226406 -0.76 -0.17 0.26
H 0.149781 1.501808 -2.760017 -0.48 -0.34 -0.27
H -0.843308 0.044611 -2.026644 -0.06 0.27 -0.90
H 2.103034 2.057538 -1.288989 0.02 0.18 -0.17
H 1.845414 2.325076 0.313737 -0.26 -0.30 0.20
H 0.866885 3.066576 -0.765325 0.46 0.22 -0.19
H -1.820247 -2.387331 -0.058834 0.62 -0.17 0.21
H -1.382123 -1.226174 -1.102087 -0.11 0.43 0.06
H -2.174687 -0.890911 0.361439 0.19 0.50 -0.31
```
Positions in Å, forces in eV/Å.

## Properties
**Largest force on an atom**: 0.0453 Eh/bohr
**Orbital gap (spin up / spin down)**: 4.775 / 8.930 eV
**Total charge**: +1
**Lowest unoccupied orbital energy (spin up / spin down)**: -3.004 / -3.060 eV
**Energy relative to the best compared isomer or geometry (same formula, charge and spin)**: 55.97 kcal per mole
**Spin multiplicity**: 2
**E_tot**: -8381.9832 eV



Record 3
DFT (ωB97M-V/def2-TZVPD) results for a cluster of 2 separate species, C4H8N2O in total.

Structure (XYZ):
```
15
Properties=species:S:1:pos:R:3:forces:R:3
C -1.321774 0.089691 1.594455 -3.00 -0.84 1.69
C -0.145684 -0.256865 0.786227 3.41 1.13 -2.03
C 0.503850 -1.341373 0.155181 0.12 1.15 -0.69
N 1.626971 -0.893106 -0.575313 -0.11 0.40 0.47
C 1.775087 0.432952 -0.397411 -4.08 -3.43 1.76
N 0.696164 0.793650 0.401774 0.18 1.69 0.36
H -1.196243 0.123848 2.750668 0.23 -0.03 -2.01
H -2.045622 0.977797 1.335551 2.03 -1.38 -0.05
H -1.973943 -0.798504 1.410887 0.04 0.60 0.53
H 0.184276 -2.382131 -0.012414 0.21 0.74 0.55
H 2.346586 1.123993 -0.945480 0.94 0.53 -0.26
H 0.481729 1.755059 0.674807 0.20 -0.54 -0.14
H 0.258689 0.526129 -1.977475 -1.67 -0.91 -1.37
H -0.691818 -0.480034 -2.589512 -2.12 -10.35 0.55
O -0.498266 0.328896 -2.611944 3.61 11.23 0.62
```
Positions in Å, forces in eV/Å.

## Properties
**Largest force on an atom**: 0.2298 Eh/bohr
**Structure (SMILES)**: Cc1cnc[nH]1.O
**Orbital gap**: 9.763 eV
**Total charge**: 0
**Lowest unoccupied orbital energy**: 0.752 eV
**Energy relative to the best compared isomer or geometry (same formula, charge and spin)**: 57.86 kcal per mole
**E_tot**: -9303.8842 eV



Record 4
DFT (ωB97M-V/def2-TZVPD) results for a cluster of 2 separate species, CH4FNP2 in total.

Structure (XYZ):
```
9
Properties=species:S:1:pos:R:3:forces:R:3
C 2.264947 -0.054806 -0.057216 -3.37 1.20 0.48
N 2.346905 -1.263600 0.137281 0.57 -0.21 -0.09
F 3.235065 0.691205 -0.493147 0.58 0.33 -0.15
P -1.057319 -0.028239 -0.695760 -0.27 -0.82 -1.02
P 0.184606 1.449455 0.221677 2.87 -0.93 0.55
H 1.542299 -1.780253 0.463389 -0.15 0.32 0.00
H -1.119672 -0.829647 0.443070 0.03 -0.31 0.44
H -2.262412 0.590980 -0.352184 -0.38 0.26 0.09
H 0.495106 2.072484 -0.993542 0.12 0.17 -0.31
```
Positions in Å, forces in eV/Å.

## Properties
**Largest force on an atom**: 0.0702 Eh/bohr
**Orbital gap**: 8.231 eV
**Total charge**: 0
**Lowest unoccupied orbital energy**: -0.613 eV
**Energy relative to the best compared isomer or geometry (same formula, charge and spin)**: 68.93 kcal per mole
**E_tot**: -23884.0131 eV



Question: Which of these has the lowest E_tot?
Answer: C36H62O23